Record 1
81
Properties=species:S:1:pos:R:3:forces:R:3 method="wB97M-V/def2-TZVPD" energy_ha=-2085.3072 orbital_gap_ev=5.82 relative_energy_kj_mol=60.16 homo_ev=-6.901 molar_mass_g_mol=647.0 spin_multiplicity=1
H -2.074 5.390 0.453 0.0 0.0 -0.1
H 3.842 4.531 1.591 -0.1 0.0 -0.1
C 2.497 5.649 0.348 0.0 0.0 0.1
N -1.975 0.246 0.126 -0.2 0.3 -0.2
H -1.284 3.584 -1.128 -0.1 -0.2 0.0
H -0.931 -2.471 4.298 0.0 0.1 -0.1
C 3.299 -2.954 -0.842 -0.1 -0.1 0.2
H 3.908 -3.469 -0.106 -0.1 0.1 -0.1
H -1.425 6.593 -0.663 0.0 -0.1 0.0
C -4.663 -2.181 -0.888 -0.1 -0.1 0.0
H -0.543 -0.538 4.773 -0.1 -0.1 -0.1
H 1.492 2.639 3.754 0.1 -0.1 -0.1
C 3.032 1.070 1.009 0.4 0.2 0.4
Pd 0.182 0.074 -0.169 0.1 -0.9 -1.0
H -1.918 1.194 -5.783 0.0 0.0 -0.1
C -1.827 5.576 -0.594 0.0 0.1 0.0
H 0.838 1.305 2.811 -0.2 -0.1 -0.1
H 3.567 2.565 2.397 0.1 0.1 0.1
H -2.990 -2.817 1.288 0.0 0.0 -0.1
C -2.261 1.428 0.768 0.1 -0.2 0.0
N 0.747 -1.105 -3.499 0.6 -0.5 0.2
H 2.187 0.777 0.410 -0.3 -0.2 -0.3
H -1.380 4.780 -3.220 0.1 0.0 0.1
H 4.635 -3.267 -2.499 -0.1 0.0 0.0
C 1.293 5.622 -0.324 0.0 0.0 0.0
H -1.488 -2.711 0.369 -0.1 0.0 0.0
H 0.992 6.486 -0.914 0.0 -0.1 0.1
C 1.688 -1.662 -2.572 -0.4 0.1 -0.6
C -4.170 0.285 0.621 0.0 0.0 -0.1
C -0.465 -0.942 -5.312 -0.3 0.5 -0.1
N 0.250 -0.970 1.590 -0.2 0.7 -0.5
H -1.047 2.231 -4.640 0.1 0.1 0.0
H -0.986 -1.063 -6.248 0.0 0.1 0.1
H -2.218 -1.020 3.738 0.2 0.0 0.0
H -5.161 -1.435 -1.520 0.1 -0.1 0.1
C 2.887 4.529 1.070 0.0 -0.1 0.0
H -4.128 2.290 1.596 0.1 -0.2 -0.1
C 0.098 0.077 -3.388 0.0 -0.3 -0.1
H -0.128 5.919 -2.707 -0.1 -0.2 0.0
H 3.379 0.194 1.565 0.0 0.1 0.0
C 2.105 -2.364 -0.456 0.2 0.0 -0.1
H -2.963 -1.135 -2.703 0.0 -0.1 0.1
C -1.560 1.285 -4.763 0.2 -0.3 -0.1
H 3.813 1.387 0.312 0.0 0.0 0.1
H -4.720 -3.155 -1.391 0.0 0.1 0.1
C 1.755 1.775 3.133 0.2 0.1 0.0
C -2.471 -1.815 -1.993 -0.4 -0.1 -0.1
C -0.812 4.560 -1.134 0.1 0.1 0.0
C 0.397 -1.749 -4.689 0.3 -0.1 0.4
C 2.086 3.394 1.162 0.0 0.0 0.0
H 1.763 -2.389 0.567 0.0 0.0 0.1
H -1.579 3.372 1.379 -0.1 0.0 0.0
C -3.199 -1.814 -0.640 0.0 0.2 0.0
H -2.757 5.541 -1.172 0.1 0.0 0.0
H -5.219 -2.258 0.052 0.1 0.0 -0.1
H 0.294 4.221 -2.992 -0.1 0.1 0.1
B -1.052 -1.303 3.969 0.0 0.0 0.1
C 2.867 -2.189 -3.057 0.1 -0.1 -0.3
N -0.640 0.171 -4.500 -0.6 0.5 -0.6
H 0.771 -2.729 -4.948 0.0 0.2 0.1
H 2.289 1.056 3.764 0.0 0.1 -0.1
H -2.476 -2.827 -2.420 0.0 0.1 0.0
C -3.115 -0.447 0.020 -0.1 0.1 0.1
C -0.294 -1.111 2.604 -0.1 -0.2 0.2
C -1.266 2.420 0.947 -0.2 0.1 0.1
C 2.637 2.213 1.956 -0.1 0.0 -0.1
C 3.693 -2.847 -2.162 0.2 0.0 -0.1
N 1.309 -1.714 -1.315 0.2 0.1 0.9
C 0.453 4.508 -0.277 0.0 0.0 -0.1
H -5.206 -0.021 0.688 0.2 0.1 0.0
S 0.199 1.293 -2.200 -0.1 -0.4 0.8
C 0.831 3.397 0.510 -0.2 -0.2 0.0
H -2.396 1.249 -4.070 0.0 -0.1 0.1
N -0.037 2.258 0.591 0.7 0.5 0.1
C -0.482 4.887 -2.599 0.0 0.0 0.0
C -2.566 -2.869 0.279 0.0 -0.1 0.0
H -2.739 -3.876 -0.125 0.0 0.1 0.1
H 3.129 -2.077 -4.104 0.0 0.0 0.1
C -3.620 1.476 1.088 -0.2 0.0 0.0
H -1.443 -1.504 -1.882 0.4 0.1 0.1
H 3.134 6.527 0.305 -0.1 -0.1 0.0

Record 2
86
Properties=species:S:1:pos:R:3:forces:R:3 method="wB97M-V/def2-TZVPD" energy_ha=-7847.9505 orbital_gap_ev=6.93 relative_energy_kj_mol=63.45 homo_ev=-7.167 molar_mass_g_mol=792.9 spin_multiplicity=1
N -2.903 -1.583 -1.173 0.1 0.2 -0.3
H -2.235 1.189 4.073 0.0 0.0 0.0
O -1.486 0.456 -2.205 0.0 -0.2 0.0
Br -5.982 -1.853 -5.498 -0.1 0.0 -0.1
C 3.066 1.627 -1.817 0.1 0.1 0.1
C -3.352 -2.946 0.790 0.1 -0.1 0.0
C 0.778 -2.270 1.785 0.1 0.0 -0.2
H 3.319 -2.881 3.195 0.0 0.0 0.0
C 2.826 -3.336 4.053 0.1 0.0 0.0
C 2.494 0.965 1.982 0.0 -0.1 0.1
C 1.346 -2.977 4.051 -0.1 0.1 0.0
H 0.494 1.504 -4.511 0.0 0.0 0.0
H -0.304 -4.830 3.522 0.0 0.0 0.0
C 4.640 1.589 2.876 0.0 0.0 0.0
H 1.388 -5.193 0.996 0.0 0.0 0.0
H -4.500 1.186 2.818 0.0 0.0 0.0
C -3.001 0.624 -4.029 -0.1 -0.2 0.0
C 2.949 3.264 2.553 0.0 0.0 0.0
H 1.068 2.539 1.793 0.0 0.0 -0.1
H 0.797 -3.576 4.779 0.1 0.0 0.0
H -4.489 1.105 1.045 0.0 0.0 0.0
C 1.475 1.602 -4.048 0.1 0.2 -0.1
H -0.733 1.251 3.132 0.0 0.0 0.0
H 3.958 2.444 -4.135 0.0 0.0 0.0
P 1.375 1.026 -2.290 0.1 -0.3 -0.1
C -4.031 0.058 -4.803 0.1 0.2 0.0
H 3.191 1.539 -0.735 0.0 0.0 0.0
H 1.385 4.958 -3.827 0.0 0.0 0.0
C 0.984 -5.548 1.943 0.0 0.0 0.0
C -3.596 -2.559 -0.639 0.0 0.0 0.2
N 0.693 -3.198 2.757 0.0 -0.2 0.0
H 3.644 4.178 -3.930 0.0 0.0 0.0
C 2.503 3.950 -1.590 -0.1 0.0 0.0
H -0.800 -4.349 1.902 0.0 0.0 0.0
H 2.992 -4.413 4.016 0.0 0.0 0.0
C -3.244 -1.132 -2.419 0.2 0.2 0.2
H 2.161 0.948 -4.591 0.0 0.0 0.0
H -5.720 -3.317 -3.175 0.0 0.0 0.0
H 1.811 -5.793 2.609 0.0 0.0 0.0
H 1.226 -1.930 4.314 0.0 0.0 0.0
H 3.300 -2.955 4.959 0.0 0.0 0.0
N 1.066 3.805 -2.091 0.0 -0.1 0.0
O 0.856 0.299 0.458 -0.2 0.0 -0.2
N 1.506 -1.192 2.138 -0.1 0.0 -0.1
Mg -1.043 -0.369 -0.375 -0.2 0.1 0.3
Br -2.270 2.275 -4.620 0.0 0.0 0.0
C 1.529 -0.061 1.446 0.0 0.2 -0.1
H 5.637 1.312 3.196 0.0 0.0 0.0
C -3.959 0.799 1.949 -0.1 0.0 0.0
C 1.068 3.935 -3.616 0.0 0.0 0.1
H 2.478 3.801 -0.511 0.0 0.0 0.0
H 0.442 2.470 -0.572 0.0 0.0 0.1
N 3.362 3.016 -2.223 0.0 0.0 -0.1
H 0.424 -6.465 1.752 0.0 0.0 0.0
C 4.236 2.915 2.945 0.0 0.0 0.0
C 0.061 -4.500 2.548 -0.1 0.1 0.1
C 2.087 2.293 2.064 0.0 0.0 0.0
C 3.765 0.614 2.419 0.0 0.0 -0.1
H -2.850 -3.914 0.843 0.0 0.0 0.0
H 2.800 4.973 -1.830 0.0 0.0 0.0
C 0.454 2.499 -1.659 0.0 0.1 0.0
H 0.042 3.772 -3.936 -0.1 0.0 0.0
H -3.974 -0.294 1.994 0.0 0.0 0.0
H 0.504 4.563 -1.705 0.0 0.0 0.0
C -4.282 -1.699 -3.173 -0.2 0.0 -0.1
C -4.609 -3.232 -1.364 0.0 0.0 0.1
H -4.309 -3.031 1.308 0.0 0.0 0.0
H -0.573 2.456 -2.020 0.0 0.0 0.0
H 4.913 3.670 3.322 0.0 0.0 0.0
S 0.063 -2.623 0.243 0.1 0.2 0.1
H -2.550 2.397 1.907 0.0 0.0 0.0
C 3.297 3.174 -3.673 0.0 0.0 0.0
O -1.880 0.846 0.762 -0.1 0.1 0.0
H -1.682 -0.238 3.172 0.0 0.0 0.0
H -4.326 0.542 -5.724 0.0 0.0 0.0
H -5.124 -4.060 -0.894 0.0 0.0 0.0
H 2.615 4.290 2.648 0.0 0.0 0.0
C -2.513 1.289 1.896 0.1 -0.1 -0.1
C -2.503 0.033 -2.875 0.2 -0.1 0.2
N 1.951 2.995 -4.209 0.0 0.0 0.0
H 4.059 -0.427 2.386 0.0 0.0 0.0
H -2.733 -2.212 1.299 0.0 0.0 0.0
H 3.809 0.976 -2.283 0.0 0.0 0.0
C -1.751 0.855 3.150 0.0 0.0 0.1
C -4.639 -1.089 -4.405 0.1 -0.1 0.1
C -4.940 -2.820 -2.613 0.0 0.0 -0.1

Record 3
77
Properties=species:S:1:pos:R:3:forces:R:3 method="wB97M-V/def2-TZVPD" energy_ha=-10462.9477 orbital_gap_ev="5.55 / 5.55" relative_energy_kj_mol=178.64 homo_ev="-7.471 / -7.471" molar_mass_g_mol=824.2 spin_multiplicity=1
C -1.790 0.589 0.128 0.8 -1.0 -0.4
H 1.409 -2.009 0.412 0.0 -0.1 0.0
H 4.753 0.260 3.961 0.0 0.0 0.0
H 3.188 1.837 -1.692 0.0 0.0 0.0
H -1.558 8.995 0.873 0.0 0.0 0.0
H 4.191 -1.997 -0.943 -0.1 0.0 0.0
H -3.554 4.853 -0.867 0.0 0.0 0.0
H -0.168 8.705 1.926 0.0 0.0 0.0
C 3.023 0.320 1.958 0.3 0.2 -0.1
C 2.651 0.078 4.400 0.0 0.1 -0.3
H -1.749 1.614 3.288 0.0 0.1 0.0
C -1.459 5.301 -0.769 -0.1 0.1 0.1
C -2.671 4.774 -1.506 0.1 0.1 0.0
C 4.439 -0.075 6.038 -0.1 0.0 0.0
H 0.078 9.238 0.268 0.0 0.0 0.0
H -5.002 1.615 0.363 0.0 0.0 0.0
H 1.443 6.793 1.293 0.0 0.0 0.0
C -0.887 -1.893 4.109 0.0 0.0 -0.1
H 0.806 2.480 4.798 0.0 0.0 0.0
C -1.531 6.601 -0.263 -0.1 -0.1 0.0
H -0.735 3.319 4.943 0.0 0.0 0.0
C 4.011 0.099 4.733 0.0 0.0 0.0
Pd 0.121 1.277 0.222 -0.6 1.8 -0.4
H -0.566 2.705 2.603 -0.1 0.1 0.0
C 1.746 -0.117 5.440 0.0 0.0 0.0
Ge 2.349 0.291 0.139 -0.2 -1.3 0.8
H 3.874 0.230 -1.807 0.0 0.0 0.0
H 1.689 -1.699 -1.297 0.0 0.0 0.0
H 5.498 -0.051 6.261 0.0 0.0 0.0
C -1.999 -0.662 -0.447 -0.2 0.1 0.1
H -1.168 -1.309 -0.676 0.2 -0.1 0.0
H -1.662 -1.132 2.236 0.0 -0.1 0.0
C 1.976 4.291 0.634 -0.1 0.2 -0.2
C -0.541 8.604 0.906 0.0 -0.1 0.0
C 2.165 -0.297 6.754 0.0 0.0 -0.1
H -2.712 2.400 0.817 0.0 0.0 0.0
H -2.866 5.367 -2.403 0.0 0.0 0.0
H 2.544 4.843 1.382 0.0 0.0 0.0
C 0.745 5.078 0.239 0.1 0.1 0.2
C 2.129 -1.606 -0.300 0.2 -0.2 -0.2
H 5.624 1.943 -1.115 0.0 0.0 0.0
H 4.681 2.325 0.326 0.0 0.0 0.0
C -0.275 2.356 4.708 0.0 0.0 0.0
H 3.326 -3.437 -0.431 0.0 0.0 0.0
C 3.647 1.039 -1.108 0.0 0.5 -0.3
Ge 0.254 0.372 2.471 0.3 -0.1 -0.1
H -2.436 7.175 -0.438 0.0 0.0 0.0
H 1.432 -0.449 7.536 0.0 0.0 0.0
H 0.687 -0.128 5.228 0.0 0.0 0.0
H 4.100 0.294 2.128 -0.1 -0.1 0.0
H -1.500 -2.798 4.076 0.0 0.0 0.0
H 1.714 3.325 1.063 -0.1 -0.1 0.1
C -2.861 1.413 0.396 -0.1 0.3 0.3
H -0.582 1.655 5.486 0.0 0.0 0.0
Se -0.100 2.899 -1.488 0.1 -0.3 -0.3
H 3.850 -0.408 8.080 0.0 0.0 0.0
H -1.397 -1.188 4.773 0.0 0.0 0.0
C -4.361 -0.275 -0.414 0.1 -0.1 0.0
C -4.160 0.974 0.138 0.1 0.1 0.1
C 3.516 -0.276 7.058 0.0 0.0 0.0
H -2.573 3.736 -1.807 0.1 0.0 0.0
H 5.415 0.736 0.148 0.0 0.0 0.0
C -0.296 4.557 -0.547 -0.1 0.0 0.0
H 0.060 -2.166 4.575 0.0 0.0 0.0
C -3.288 -1.101 -0.720 0.0 0.1 0.0
C -0.689 1.882 3.311 0.0 0.2 0.2
C 0.630 6.381 0.702 0.0 0.0 0.1
C -0.691 -1.311 2.703 -0.2 -0.4 0.3
H -3.457 -2.072 -1.167 0.0 0.0 0.0
H -0.168 -2.033 2.068 -0.1 0.0 0.0
Br -6.122 -0.863 -0.760 -0.1 0.0 0.0
H 3.906 -2.289 0.771 0.0 0.0 0.0
H 2.632 4.095 -0.219 -0.1 0.0 0.0
C -0.488 7.172 0.441 0.1 0.0 0.0
C 2.173 0.261 2.982 0.0 -0.1 0.8
C 3.459 -2.372 -0.223 -0.1 0.0 0.0
C 4.909 1.537 -0.396 0.0 0.0 0.0